# 1
Below is C54H40I2N7O6S3Sc as an isolated structure in a non-equilibrium geometry, with properties calculated with the ωB97M-V functional and the def2-TZVPD basis.

Cartesian coordinates (Å):
Sc1 -0.687 0.921 0.311
I1 -2.414 8.313 2.491
C1 -1.956 6.283 2.163
C2 -2.195 5.359 3.168
C3 -1.879 4.042 2.923
I2 -2.270 2.523 4.323
C4 -1.308 3.583 1.718
O1 -1.012 2.325 1.576
C5 -1.127 4.550 0.709
C6 -0.680 4.079 -0.648
N1 -1.445 2.878 -1.027
C7 -2.893 3.133 -1.091
C8 -3.759 2.111 -0.386
C9 -5.137 2.231 -0.550
C10 -5.983 1.341 0.076
C11 -5.420 0.341 0.857
C12 -4.047 0.297 0.968
N2 -3.216 1.160 0.373
C13 -1.453 5.877 0.939
H1 -2.631 5.659 4.110
H2 0.384 3.816 -0.643
H3 -0.824 4.895 -1.367
H4 -1.150 2.587 -1.952
H5 -3.233 3.171 -2.128
H6 -3.107 4.105 -0.638
H7 -5.532 3.012 -1.185
H8 -7.055 1.421 -0.033
H9 -6.032 -0.391 1.361
H10 -3.594 -0.484 1.565
H11 -1.319 6.600 0.145
S1 3.777 0.697 6.202
C14 2.862 0.963 7.598
C15 1.544 1.219 7.331
C16 1.284 1.245 5.956
C17 2.406 0.993 5.187
C18 2.491 0.934 3.739
C19 1.337 1.066 2.946
N3 1.303 1.045 1.630
C20 2.467 0.902 0.967
C21 3.687 0.718 1.650
C22 4.892 0.561 0.893
C23 4.884 0.642 -0.456
C24 3.664 0.867 -1.174
C25 3.617 0.940 -2.569
C26 2.403 1.110 -3.217
C27 1.270 1.292 -2.406
N4 1.277 1.249 -1.088
C28 2.453 0.994 -0.463
C29 2.277 1.047 -4.666
C30 1.139 0.897 -5.413
C31 1.393 0.755 -6.795
C32 2.718 0.803 -7.089
S2 3.678 1.016 -5.689
C33 3.688 0.742 3.053
H12 3.324 0.886 8.567
H13 0.795 1.381 8.091
H14 0.301 1.431 5.550
H15 0.389 1.266 3.426
H16 5.805 0.384 1.445
H17 5.798 0.552 -1.027
H18 4.534 0.846 -3.137
H19 0.313 1.473 -2.879
H20 0.146 0.855 -4.992
H21 0.619 0.612 -7.533
H22 3.192 0.728 -8.052
H23 4.613 0.608 3.591
N5 -1.119 -0.918 1.959
C34 -0.128 -1.631 2.743
C35 -0.142 -1.680 4.130
C36 0.878 -2.366 4.804
C37 1.875 -3.003 4.077
C38 1.850 -2.986 2.700
C39 0.855 -2.315 2.032
S3 3.388 -3.664 4.820
O2 3.529 -4.998 4.280
O3 4.380 -2.721 4.291
O4 3.191 -3.571 6.254
H24 -1.836 -0.609 2.611
H25 -1.503 -1.597 1.304
H26 -0.917 -1.163 4.686
H27 0.902 -2.420 5.883
H28 2.626 -3.525 2.174
H29 0.845 -2.288 0.951
O5 -3.548 0.684 -2.954
C40 -2.725 -0.134 -2.596
N6 -2.620 -1.420 -3.064
C41 -1.413 -2.068 -2.591
C42 -0.996 -1.020 -1.554
O6 -0.100 -1.113 -0.693
N7 -1.740 0.066 -1.633
C43 -1.632 -3.435 -1.955
C44 -0.588 -4.003 -1.228
C45 -0.727 -5.257 -0.658
C46 -1.907 -5.968 -0.828
C47 -2.943 -5.412 -1.560
C48 -2.812 -4.147 -2.117
C49 -0.375 -2.238 -3.704
C50 -0.776 -2.682 -4.961
C51 0.156 -2.870 -5.969
C52 1.503 -2.638 -5.728
C53 1.908 -2.208 -4.477
C54 0.975 -2.005 -3.470
H30 -3.108 -1.710 -3.893
H31 0.334 -3.455 -1.109
H32 0.091 -5.680 -0.091
H33 -2.012 -6.955 -0.398
H34 -3.859 -5.969 -1.709
H35 -3.634 -3.726 -2.681
H36 -1.816 -2.909 -5.161
H37 -0.169 -3.217 -6.941
H38 2.231 -2.807 -6.510
H39 2.957 -2.033 -4.275
H40 1.302 -1.674 -2.494

Properties
Orbital gap   6.086 eV
Energy above the lowest of the compared OMol25 structures with the same formula, charge and spin   106.3 kJ/mol
Multiplicity   1
Total energy   -5467.51401 Eh
Charge   0
Max |F|   1.16 eV/A

# 2
Below is C22H58AsF6FeN5O7 as an isolated structure in a non-equilibrium geometry, with properties calculated with the ωB97M-V functional and the def2-TZVPD basis.

Cartesian coordinates (Å):
Fe1 -16.739 -13.388 30.429
C1 -18.499 -9.884 31.342
C2 -17.722 -11.161 31.181
O1 -16.607 -11.163 30.590
O2 -18.352 -12.272 31.241
H1 -19.032 -9.751 30.400
H2 -17.831 -9.038 31.486
H3 -19.214 -9.900 32.160
As1 -15.064 -13.550 33.761
F1 -15.532 -13.618 31.997
F2 -16.736 -13.729 34.123
F3 -14.679 -13.436 35.420
F4 -13.431 -13.351 33.301
F5 -15.275 -11.834 33.622
F6 -14.868 -15.243 33.680
C3 -16.344 -8.281 35.338
C4 -16.547 -9.568 36.116
C5 -17.733 -10.363 35.615
O3 -18.887 -9.544 35.575
C6 -19.994 -10.240 35.063
N1 -15.304 -10.352 36.071
H4 -15.447 -7.764 35.674
H5 -17.167 -7.588 35.537
H6 -16.366 -8.443 34.257
H7 -16.728 -9.282 37.157
H8 -17.897 -11.226 36.275
H9 -17.485 -10.760 34.618
H10 -19.750 -10.643 34.068
H11 -20.805 -9.525 34.912
H12 -20.345 -11.046 35.717
H13 -15.426 -11.125 36.719
H14 -15.239 -10.766 35.142
C7 -18.979 -17.014 29.675
C8 -18.161 -15.760 29.468
C9 -18.904 -14.550 28.925
O4 -17.971 -13.501 28.752
C10 -18.463 -12.408 27.977
N2 -17.420 -15.375 30.723
H15 -18.349 -17.900 29.678
H16 -19.668 -17.155 28.833
H17 -19.638 -16.971 30.543
H18 -17.357 -15.957 28.750
H19 -19.705 -14.275 29.623
H20 -19.380 -14.839 27.985
H21 -17.666 -11.674 27.881
H22 -19.267 -11.883 28.501
H23 -18.799 -12.771 27.008
H24 -17.970 -15.663 31.529
H25 -16.602 -15.980 30.780
C11 -17.735 -3.270 34.443
C12 -18.996 -3.912 33.884
C13 -18.991 -5.416 34.122
O5 -20.038 -6.014 33.408
C14 -19.919 -7.411 33.358
N3 -20.135 -3.269 34.621
H26 -16.865 -3.778 34.006
H27 -17.674 -3.227 35.526
H28 -17.617 -2.264 34.035
H29 -19.158 -3.672 32.835
H30 -19.051 -5.616 35.201
H31 -18.010 -5.787 33.783
H32 -20.619 -7.867 32.654
H33 -20.143 -7.864 34.333
H34 -18.930 -7.746 33.040
H35 -21.014 -3.640 34.272
H36 -20.066 -3.606 35.577
C15 -23.801 -13.921 34.867
C16 -22.674 -14.904 35.181
C17 -21.462 -14.665 34.302
O6 -21.686 -15.022 32.945
C18 -21.681 -13.917 32.069
N4 -22.337 -14.741 36.596
H37 -23.956 -13.760 33.804
H38 -23.610 -12.939 35.321
H39 -24.722 -14.225 35.369
H40 -23.095 -15.894 34.990
H41 -20.607 -15.258 34.653
H42 -21.131 -13.626 34.410
H43 -20.706 -13.409 32.070
H44 -22.452 -13.185 32.329
H45 -21.868 -14.252 31.048
H46 -21.427 -15.143 36.795
H47 -22.286 -13.760 36.841
C19 -10.860 -11.767 31.115
C20 -11.935 -10.830 30.592
C21 -11.740 -10.546 29.110
O7 -12.718 -9.717 28.544
C22 -12.505 -8.346 28.802
N5 -13.243 -11.437 30.837
H48 -10.752 -12.644 30.474
H49 -11.076 -12.131 32.122
H50 -9.907 -11.242 31.218
H51 -11.812 -9.852 31.091
H52 -11.920 -11.513 28.617
H53 -10.696 -10.287 28.891
H54 -11.462 -8.099 28.573
H55 -12.678 -8.069 29.853
H56 -13.197 -7.725 28.238
H57 -13.225 -11.858 31.759
H58 -13.992 -10.756 30.834

Properties
Orbital gap (alpha / beta)   8.393 / 8.162 eV
Energy above the lowest of the compared OMol25 structures with the same formula, charge and spin   0.0 kJ/mol
Multiplicity   5
⟨S²⟩   6.01
Total energy   -5772.25419 Eh
Charge   0
Max |F|   2.56 eV/A

# 3
Below is a 2-piece molecular cluster, BrH2NO2P overall in a non-equilibrium geometry, with properties calculated with the ωB97M-V functional and the def2-TZVPD basis.

Cartesian coordinates (Å):
N1 0.448 1.650 -0.391
O1 -1.369 -0.994 1.035
O2 1.146 -1.596 0.743
P1 -0.117 -0.954 0.282
Br1 -0.410 -1.580 -1.896
H1 -0.621 1.897 -0.309
H2 0.923 1.578 0.536

Properties
Orbital gap (alpha / beta)   6.258 / 7.562 eV
Energy above the lowest of the compared OMol25 structures with the same formula, charge and spin   16.0 kJ/mol
Multiplicity   3
⟨S²⟩   2.01
Total energy   -3121.83339 Eh
Charge   -1
Max |F|   2.76 eV/A

# 4
Below is C27H28F10GaO12S as an isolated structure in a non-equilibrium geometry, with properties calculated with the ωB97M-V functional and the def2-TZVPD basis.

Cartesian coordinates (Å):
C1 -0.753 -1.601 2.835
C2 0.639 -1.496 2.216
C3 1.558 -0.470 2.852
F1 0.759 0.699 3.104
Ga1 3.066 0.135 1.572
C4 2.098 0.971 -0.044
C5 2.863 0.806 -1.371
C6 1.993 0.345 -2.567
C7 1.789 1.374 -3.676
C8 0.991 2.627 -3.399
F2 1.189 3.158 -2.165
F3 1.445 3.590 -4.295
C9 -0.530 2.629 -3.747
F4 -1.016 3.890 -3.563
F5 -0.634 2.334 -5.076
S1 -1.648 1.413 -2.826
F6 -2.440 2.572 -2.082
F7 -0.649 1.336 -1.623
F8 -0.916 0.224 -3.565
F9 -2.712 1.498 -4.014
F10 -2.575 0.350 -2.118
H1 -1.289 -0.664 2.741
H2 -1.327 -2.370 2.326
H3 -0.730 -1.878 3.882
H4 0.502 -1.260 1.162
H5 1.140 -2.460 2.285
H6 1.919 -0.810 3.814
H7 3.914 1.294 2.310
H8 3.966 -1.122 1.113
H9 1.887 2.013 0.160
H10 1.158 0.426 -0.118
H11 3.271 1.779 -1.637
H12 3.684 0.106 -1.267
H13 2.540 -0.466 -3.047
H14 1.075 -0.112 -2.222
H15 1.366 0.893 -4.553
H16 2.770 1.724 -3.977
C10 0.048 -2.415 9.208
C11 0.139 -2.593 7.883
C12 0.687 -1.528 6.972
O1 0.748 -1.784 5.789
C13 1.103 -0.262 7.556
C14 1.008 -0.087 8.879
C15 0.485 -1.160 9.791
O2 0.448 -0.919 10.986
O3 1.365 1.037 9.496
O4 -0.239 -3.702 7.265
H17 -0.342 -3.173 9.872
H18 1.479 0.501 6.887
H19 1.195 0.885 10.443
H20 -0.060 -3.551 6.315
C16 -5.555 -6.435 2.661
C17 -4.793 -5.428 3.110
C18 -3.377 -5.229 2.642
O5 -2.766 -4.282 3.093
C19 -2.824 -6.178 1.687
C20 -3.587 -7.183 1.242
C21 -5.008 -7.369 1.695
O6 -5.632 -8.304 1.225
O7 -3.161 -8.092 0.372
O8 -5.213 -4.532 3.990
H21 -6.573 -6.585 2.990
H22 -1.802 -6.033 1.366
H23 -3.914 -8.693 0.223
H24 -4.465 -3.918 4.127
C22 1.836 6.976 -9.345
C23 2.362 5.748 -9.429
C24 1.994 4.654 -8.462
O9 2.511 3.565 -8.631
C25 1.058 4.959 -7.397
C26 0.534 6.189 -7.309
C27 0.883 7.276 -8.289
O10 0.348 8.360 -8.149
O11 -0.326 6.546 -6.366
O12 3.238 5.390 -10.358
H25 2.092 7.767 -10.035
H26 0.814 4.172 -6.696
H27 -0.543 7.481 -6.536
H28 3.443 4.453 -10.181

Properties
Orbital gap   4.290 eV
Multiplicity   1
Total energy   -5270.08133 Eh
Charge   -1
Max |F|   1.16 eV/A

# 5
Below is C6H11INO2STeV as an isolated structure in a non-equilibrium geometry, with properties calculated with the ωB97M-V functional and the def2-TZVPD basis.

Cartesian coordinates (Å):
V1 0.389 0.139 -0.620
C1 1.698 3.932 0.329
O1 1.218 2.767 -0.349
C2 1.172 1.602 0.345
O2 1.570 1.621 1.538
H1 1.870 4.686 -0.436
H2 2.621 3.710 0.862
H3 0.957 4.287 1.047
S1 -4.088 0.465 0.372
C3 -2.496 0.294 0.289
N1 -1.320 0.157 0.280
C4 -0.532 -2.087 3.340
Te1 0.303 -0.272 2.470
C5 1.960 -0.426 3.842
H4 -0.884 -1.884 4.353
H5 0.220 -2.875 3.370
H6 -1.378 -2.419 2.738
H7 2.603 -1.249 3.536
H8 1.600 -0.593 4.857
H9 2.512 0.510 3.790
I1 1.943 -0.098 -2.712
C6 1.105 -1.218 0.797
H10 2.190 -1.229 0.918
H11 0.717 -2.241 0.787

Properties
Orbital gap (alpha / beta)   5.599 / 7.500 eV
Multiplicity   4
⟨S²⟩   3.77
Total energy   -2348.38644 Eh
Charge   -1
Max |F|   2.66 eV/A

# 6
Below is C6H12N as an isolated structure in a non-equilibrium geometry, with properties calculated with the ωB97M-V functional and the def2-TZVPD basis.

Cartesian coordinates (Å):
C1 2.124 -0.312 0.035
C2 3.053 0.475 0.367
C3 1.102 -1.360 -0.262
C4 0.352 -0.089 -0.647
C5 -1.602 1.305 -0.442
C6 -1.708 -0.718 0.667
N1 -0.768 0.348 0.263
H1 3.115 1.574 0.194
H2 3.947 0.190 0.841
H3 1.358 -1.927 -1.196
H4 0.647 -1.878 0.567
H5 0.150 0.021 -1.776
H6 -2.389 0.840 -1.031
H7 -2.141 1.817 0.231
H8 -1.021 1.870 -1.189
H9 -1.243 -1.616 1.266
H10 -2.438 -0.277 1.389
H11 -2.288 -1.030 -0.267
H12 -0.253 0.765 0.987

Properties
Orbital gap   10.232 eV
Energy above the lowest of the compared OMol25 structures with the same formula, charge and spin   440.0 kJ/mol
Multiplicity   1
Total energy   -290.15433 Eh
Charge   +1
Max |F|   6.52 eV/A

Which formula does entry 5 have?
C6H11INO2STeV